{"formula": "C18H38BrO8PdS3", "method": "ωB97M-V/def2-TZVPD", "symbols": ["Pd", "C", "C", "C", "O", "H", "H", "H", "H", "H", "H", "H", "C", "C", "C", "O", "H", "H", "H", "H", "H", "H", "H", "Br", "C", "C", "C", "S", "O", "O", "C", "H", "H", "H", "H", "H", "H", "H", "H", "C", "C", "C", "S", "O", "O", "C", "H", "H", "H", "H", "H", "H", "H", "H", "C", "C", "C", "S", "O", "O", "C", "H", "H", "H", "H", "H", "H", "H", "H"], "coordinates": [[-0.097437, 0.259687, 1.350208], [-3.787355, -0.741493, 0.157868], [-2.555644, -1.171713, -0.616405], [-2.765738, -1.021520, -2.085218], [-1.514337, -0.414225, -0.214698], [-3.560001, -0.871576, 1.215936], [-4.734319, -1.238347, -0.053073], [-3.997883, 0.319484, 0.023335], [-2.357750, -2.230766, -0.450988], [-1.897339, -1.349128, -2.656761], [-3.141081, -0.088126, -2.504741], [-3.477456, -1.814669, -2.314285], [4.142850, 0.743173, 1.966977], [2.985413, 1.307151, 2.845553], [2.929810, 2.849759, 2.625466], [1.762054, 0.734968, 2.494213], [4.301266, 1.142477, 0.965197], [3.980107, -0.317173, 1.773867], [5.052264, 0.964239, 2.525723], [3.247970, 1.097334, 3.882441], [2.033898, 3.429550, 2.847465], [2.975075, 3.019250, 1.549684], [3.716590, 3.324903, 3.211402], [-1.356754, -0.646893, 3.554701], [2.098528, -0.382667, -3.614470], [3.150010, -0.517960, -2.532591], [3.232882, 0.909761, -1.858412], [1.479126, 1.521021, -1.803392], [1.466433, 2.911623, -2.429385], [0.811518, 1.225268, -0.535132], [0.884525, 0.259194, -3.014807], [2.034079, -1.409236, -3.975160], [2.494369, 0.325744, -4.342178], [4.122363, -0.779982, -2.949683], [3.037500, -1.364866, -1.855707], [3.887397, 1.623529, -2.358655], [3.529011, 0.986044, -0.812184], [0.193189, 0.813535, -3.649512], [0.300175, -0.467586, -2.450512], [-0.360106, -5.422002, 1.316336], [0.215224, -5.130247, -0.106164], [1.425914, -4.243279, 0.086832], [1.199709, -3.142358, 1.536564], [0.847270, -1.781474, 1.132971], [2.188742, -3.328902, 2.601718], [-0.374058, -4.024387, 2.010544], [0.431101, -5.955647, 1.842934], [-1.264947, -6.027933, 1.363222], [-0.557819, -4.561953, -0.623413], [0.443727, -6.044728, -0.653536], [1.802807, -3.710575, -0.786247], [2.344867, -4.776883, 0.329511], [-1.125258, -3.382128, 1.550877], [-0.586567, -3.984512, 3.078880], [-4.049239, 3.832281, -0.007481], [-3.092058, 3.512341, -1.176711], [-1.577759, 3.536815, -0.734678], [-1.637801, 3.521515, 1.126852], [-1.401136, 4.908678, 1.627365], [-0.895532, 2.385154, 1.617366], [-3.410863, 3.195698, 1.270165], [-5.002709, 3.315828, -0.118213], [-4.080111, 4.911092, 0.145151], [-3.298818, 4.187730, -2.006899], [-3.363073, 2.563952, -1.640626], [-0.921000, 4.350008, -1.043694], [-1.127063, 2.623770, -1.123691], [-3.796498, 3.613117, 2.200309], [-3.582255, 2.119260, 1.271673]], "atomic_forces_ev_per_a": [[-0.2, -0.4, 1.2], [-0.6, -0.1, 0.8], [0.1, 1.4, 0.7], [-0.5, -1.5, -1.4], [1.7, 1.2, 0.1], [-0.1, 0.0, 0.1], [0.0, -0.4, -0.2], [0.3, 0.2, -0.3], [-0.2, -0.8, 0.2], [0.4, 0.3, 0.1], [0.1, 0.3, 0.5], [-0.6, 0.0, -0.5], [0.0, 0.0, 0.6], [-2.3, 0.5, -2.4], [0.2, -0.1, 0.0], [0.4, -0.3, 0.2], [-0.4, 0.7, 0.0], [0.1, -0.2, 0.6], [0.5, -0.5, -0.1], [0.0, -0.2, 0.4], [-0.5, -0.8, 0.7], [0.7, 0.1, -0.2], [0.5, 0.3, -0.4], [0.1, 0.1, -0.5], [0.9, 0.1, 0.0], [1.3, 1.5, 1.0], [-0.6, -0.6, 1.0], [0.5, 1.2, -1.6], [-0.3, -3.4, 1.8], [1.3, 1.2, -1.7], [-1.0, 0.2, 0.8], [-0.9, 0.3, -0.7], [0.1, -0.4, -0.5], [0.1, 0.4, -0.4], [-0.9, 0.4, 0.5], [-0.5, -0.1, -0.5], [0.0, -0.6, 0.1], [0.2, -0.2, -0.3], [-0.1, 0.2, 0.4], [1.9, 1.1, 0.3], [-1.1, 0.3, 0.9], [1.9, 0.2, -0.1], [-1.8, 0.3, 1.9], [1.0, -1.9, -0.4], [-0.6, -0.2, -1.9], [-0.5, 0.2, -0.8], [-0.1, -0.5, 0.1], [-0.1, 0.5, -0.1], [0.0, -0.1, -0.4], [0.1, 0.1, 0.0], [-0.8, 0.6, -0.1], [-0.2, -0.6, 0.5], [-0.1, 0.1, -0.1], [0.5, -0.1, 0.0], [1.4, -0.8, 1.0], [0.2, 0.5, -0.4], [-1.1, -0.5, 0.3], [-0.3, 1.5, -0.5], [-0.2, -2.7, -0.9], [0.1, 0.8, 0.4], [-0.2, 0.3, -0.7], [-0.2, 0.6, -0.3], [-0.5, -0.1, -0.1], [0.3, 0.5, 0.1], [0.4, -0.4, 0.5], [-0.5, 0.3, 0.1], [0.1, -0.1, 0.7], [0.3, 0.1, 0.0], [0.4, -0.1, 0.0]], "mulliken_charge": [0.863, -1.077, 0.787, -1.517, -0.004, 0.186, 0.456, -0.085, -0.311, 0.354, 0.144, 0.503, -1.218, 0.203, -1.124, -0.735, 0.164, 0.110, 0.469, 0.263, 0.285, 0.129, 0.382, -0.772, -0.622, -0.284, 0.227, 1.068, -0.776, 0.110, -0.379, 0.356, 0.288, 0.433, -0.065, 0.397, -0.543, 0.545, -0.212, -0.713, -0.461, -0.674, 0.891, 0.076, -0.724, -0.381, 0.305, 0.373, 0.175, 0.355, 0.255, 0.431, -0.078, 0.441, -0.663, -0.601, 0.464, 0.901, -0.695, -0.545, -0.630, 0.352, 0.355, 0.386, 0.001, 0.511, -0.705, 0.476, 0.123], "total_energy_ha": -5206.895673, "spin_multiplicity": 3, "lumo_ev": [2.14, 2.14], "charge": -1, "s2": 2.005}